# C27H55FIN2O15S3Si

A cluster of 4 separate species, C27H55FIN2O15S3Si in total in a non-equilibrium geometry (ωB97M-V with the def2-TZVPD basis set, the OMol25 dataset).

ORCA input file:
```
! RIJCOSX wB97M-V def2-TZVPD def2/J DEFGRID3
* xyz 1 1
C 2.99 -0.01 1.49
C 3.23 -1.42 0.73
C 2.14 -2.48 1.27
C 1.16 -3.05 0.10
C 0.47 -1.85 -0.75
C -1.12 -2.05 -0.94
C -1.93 -0.66 -1.14
C -3.26 -0.53 -0.28
C -3.87 0.90 -0.02
C -3.10 1.96 0.88
C -2.21 1.49 2.18
C -2.94 1.66 3.64
N -2.97 0.49 4.50
C -4.10 -0.44 4.33
C -0.99 0.47 2.01
C -1.18 -1.03 2.46
F 0.07 1.01 2.87
O -1.39 2.77 2.24
C -1.32 3.60 1.08
I 0.70 3.24 0.35
N -2.54 3.24 0.25
C -2.41 3.53 -1.18
C -1.98 2.46 -2.25
O -0.79 2.17 -2.54
O -2.92 1.81 -3.11
Si -3.67 4.61 0.79
C -3.71 4.91 2.67
C -3.14 6.32 0.02
C -5.48 4.38 0.21
H 3.16 -0.12 2.62
H 1.90 0.30 1.24
H 3.66 0.84 1.11
H 4.31 -1.71 0.93
H 3.11 -1.22 -0.39
H 1.50 -1.96 2.08
H 2.71 -3.31 1.81
H 0.37 -3.67 0.66
H 1.79 -3.74 -0.54
H 0.70 -0.84 -0.24
H 0.97 -1.87 -1.77
H -1.31 -2.72 -1.85
H -1.62 -2.57 -0.05
H -2.26 -0.67 -2.25
H -1.17 0.17 -1.05
H -4.06 -1.11 -0.89
H -3.25 -1.11 0.72
H -4.21 1.46 -0.97
H -4.88 0.70 0.52
H -3.99 2.43 1.46
H -4.04 2.02 3.53
H -2.44 2.51 4.23
H -2.08 0.08 4.76
H -5.08 -0.11 4.85
H -3.77 -1.47 4.69
H -4.29 -0.55 3.19
H -0.53 0.49 0.97
H -0.66 -1.17 3.49
H -0.66 -1.81 1.79
H -2.24 -1.40 2.60
H -1.27 4.72 1.35
H -3.38 4.02 -1.58
H -1.62 4.38 -1.29
H -2.44 1.23 -3.74
H -2.71 4.83 3.20
H -4.50 4.20 3.12
H -4.11 5.97 2.88
H -3.64 6.51 -0.99
H -3.39 7.15 0.77
H -2.00 6.28 -0.06
H -5.96 3.39 0.55
H -6.11 5.23 0.65
H -5.54 4.44 -0.93
C 6.45 -3.66 -0.34
C 7.17 -4.96 -0.62
O 6.48 -5.94 0.16
S 4.92 -5.53 0.26
O 4.19 -6.27 -0.73
O 4.55 -5.51 1.65
O 5.06 -4.00 -0.25
H 6.75 -3.23 0.62
H 6.61 -2.92 -1.12
H 8.22 -4.92 -0.35
H 7.08 -5.24 -1.67
C 7.98 0.74 -0.69
C 8.97 0.61 0.46
O 9.46 -0.73 0.37
S 9.49 -1.18 -1.19
O 10.82 -1.00 -1.69
O 8.78 -2.42 -1.31
O 8.56 0.01 -1.77
H 7.02 0.28 -0.44
H 7.82 1.78 -0.97
H 8.51 0.78 1.43
H 9.82 1.28 0.33
C -4.78 -2.60 -5.76
C -4.10 -1.28 -5.41
O -3.52 -1.50 -4.12
S -3.08 -3.06 -4.00
O -1.68 -3.15 -4.30
O -3.65 -3.60 -2.81
O -3.91 -3.62 -5.27
H -5.74 -2.69 -5.25
H -4.93 -2.71 -6.84
H -4.80 -0.45 -5.38
H -3.29 -1.06 -6.11
*
```

Calculated values
- Molar mass: 917.93 g mol⁻¹
- Max |F|: 6.2 eV/A
- HOMO-LUMO gap: 8.52 eV